[1]
An isolated molecule of C4H8N2O at a distorted geometry, computed with ωB97M-V/def2-TZVPD.

SMILES: CN[C@H](C#N)CO
Lowest unoccupied orbital energy, eV: 0.620
Multiplicity: 1
Gap between HOMO and LUMO, eV: 10.28

Each line ends with the Löwdin charge.
CARTESIAN COORDINATES (ANGSTROEM)
C  1.309  -1.309  0.965  -0.1196
N  0.252  -0.893  0.057  -0.0948
C  0.172  0.530  -0.175  -0.3274
C  -0.155  1.319  1.051  -0.1842
N  -0.394  1.921  2.011  0.1460
C  -0.851  0.873  -1.318  -0.2076
O  -1.601  -0.229  -1.757  -0.0507
H  1.272  -0.828  1.958  0.0782
H  1.254  -2.396  1.089  0.0831
H  2.281  -1.081  0.513  0.0834
H  -0.647  -1.247  0.366  0.1134
H  1.176  0.854  -0.486  0.1461
H  -0.286  1.222  -2.185  0.1218
H  -1.506  1.691  -0.989  0.1201
H  -2.276  -0.427  -1.099  0.0922

=====

[2]
C23H15BrEuN3O8Se as an isolated structure at a distorted geometry, computed with ωB97M-V/def2-TZVPD.

Lowest unoccupied orbital energy (alpha / beta), eV: 2.390 / 0.071
Multiplicity: 8
Gap between HOMO and LUMO (alpha / beta), eV: 5.08 / 5.97
Net charge: -1

Each line ends with the Löwdin spin population.
CARTESIAN COORDINATES (ANGSTROEM)
Eu  -1.199  0.083  -0.324  4.0469
Br  3.321  -6.118  -2.589  -0.0042
C  2.475  -4.712  -1.649  0.0045
C  1.377  -4.996  -0.843  0.0975
C  0.783  -3.978  -0.119  -0.0042
C  1.271  -2.683  -0.206  0.0787
O  0.650  -1.733  0.552  0.0746
C  2.336  -2.372  -1.088  0.0432
C  2.649  -1.016  -1.414  0.3322
N  2.122  0.000  -0.756  0.3930
C  2.343  1.338  -0.862  0.1464
C  3.584  1.883  -0.475  0.2220
C  3.804  3.248  -0.540  0.0485
C  2.807  4.101  -0.988  0.2556
C  1.537  3.598  -1.371  0.0097
C  0.486  4.424  -1.821  0.1294
C  -0.707  3.860  -2.223  0.0395
C  -0.857  2.482  -2.141  0.1193
N  0.092  1.673  -1.661  0.0699
C  1.282  2.202  -1.296  0.0283
C  2.945  -3.427  -1.788  0.0778
H  0.994  -6.005  -0.779  0.0067
H  -0.093  -4.162  0.489  -0.0023
H  3.299  -0.828  -2.263  0.0272
H  4.361  1.221  -0.115  0.0129
H  4.764  3.640  -0.228  -0.0025
H  2.976  5.170  -1.054  0.0136
H  0.641  5.496  -1.849  0.0057
H  -1.530  4.458  -2.591  -0.0003
H  -1.764  1.998  -2.493  0.0068
H  3.772  -3.215  -2.453  0.0038
O  0.719  0.301  1.316  0.2680
N  1.479  -0.574  0.931  0.4573
O  -3.107  1.051  0.245  -0.0020
C  -2.405  1.351  1.250  -0.0009
O  -1.291  1.907  1.111  -0.0005
C  -2.841  0.739  2.552  -0.0001
C  -3.742  1.315  3.431  0.0000
C  -4.217  0.578  4.507  0.0000
C  -3.813  -0.735  4.687  0.0001
C  -2.901  -1.309  3.811  0.0000
C  -2.400  -0.572  2.752  0.0002
H  -4.073  2.333  3.268  0.0000
H  -4.916  1.026  5.202  0.0000
H  -4.222  -1.321  5.500  0.0000
H  -2.583  -2.334  3.953  0.0000
H  -1.667  -1.024  2.079  -0.0002
O  -2.096  -3.022  -2.910  0.0015
Se  -1.755  -1.761  -2.018  0.0013
O  -2.508  -0.347  -2.334  -0.0020
O  -0.174  -1.277  -2.011  -0.0008
O  -2.007  -1.955  -0.383  -0.0019

=====

E_tot: -9304.267 -199656.045 (eV)
Energy relative to the best compared isomer or geometry (same formula, charge and spin): 2.1262 5.0464 (eV)